(1)
DFT (ωB97M-V/def2-TZVPD) results for a structure of composition C40H64F3IN2O11S4 in a non-equilibrium geometry.

Its energy above the lowest of the compared OMol25 structures with the same formula, charge and spin is 3.343 eV. For the HOMO-LUMO gap, the calculation gives 6.97 eV. For the total energy, the calculation gives -4689.0213 Ha. Its HOMO energy is -7.7 eV.

CARTESIAN COORDINATES (ANGSTROEM)
1 H 3.0999 1.8836 -4.5292
2 C 3.0349 4.2226 -4.4052
3 H -5.0621 -3.7624 1.5768
4 H -3.5871 1.0396 -0.8992
5 C 2.8119 7.9986 1.4788
6 O -1.2891 1.9646 -0.0912
7 C 2.7169 5.0716 -3.4092
8 H 2.9259 -3.8694 4.0108
9 C -0.0701 -0.7154 -0.0842
10 H 2.8119 8.8406 0.9948
11 H 1.7579 -6.5484 -0.1052
12 H 0.2089 0.0536 1.9198
13 C -4.3831 -3.1934 2.1808
14 O -1.6381 -4.8684 3.5838
15 O -0.3911 -3.1904 -6.5362
16 H 1.1629 2.1816 -3.4562
17 C -3.9891 -4.0694 3.1918
18 C -3.4261 3.1886 3.5828
19 C -5.0371 -0.4324 -0.5642
20 C 1.6559 2.8636 -2.9502
21 C 2.9469 -3.5964 -1.1362
22 H -0.4311 -2.7734 -4.1932
23 C -3.4911 -0.3924 -2.3212
24 H -5.6601 -2.9024 -2.7412
25 H -0.6851 -1.0204 3.9178
26 H 3.4609 -3.6094 -0.3782
27 H -6.2621 1.3526 3.2888
28 H 2.1329 1.0846 4.3438
29 H -1.1441 -0.7444 -0.1782
30 H 4.2269 4.3176 -4.2982
31 H 3.6969 1.2836 3.8968
32 H -1.4561 0.1156 -5.2892
33 H 2.6519 -2.7444 2.2868
34 F -5.2721 -0.4584 4.2498
35 C 2.4099 7.9536 2.7848
36 O 0.2029 4.8946 -3.6412
37 H 0.1499 -0.2974 -3.3092
38 C -2.3801 -4.2084 1.0788
39 H 1.8209 -1.9444 5.2918
40 H 0.9379 -6.2854 -1.8932
41 H 2.2309 6.6366 4.4748
42 N 2.0759 -1.6414 4.0508
43 C 3.5179 -4.4364 -2.0942
44 O 4.4899 -1.2644 4.1828
45 H -0.4591 3.2766 2.1838
46 H 0.4589 -0.4824 -0.9802
47 F -2.4871 0.2996 -2.8692
48 H 1.1759 -2.5614 -3.8612
49 H 1.2669 -3.5204 3.3388
50 C 3.3309 -0.8014 4.2748
51 H 0.9589 2.4066 2.2398
52 H 1.2499 -0.2134 -6.9682
53 C 1.7189 -5.8634 -1.0292
54 C -5.3741 1.8346 3.6238
55 C -0.3641 1.6916 0.7098
56 C -3.1481 -2.9734 1.3138
57 H -5.4671 0.0066 0.4578
58 C 2.9689 5.5956 2.7008
59 H -1.5241 2.2586 4.3368
60 C 3.1439 0.7326 4.5328
61 S 1.4069 -4.1604 -0.7412
62 H 3.3819 5.1556 -2.5902
63 S -2.6021 -5.0424 2.5868
64 H -5.2001 3.9586 2.7508
65 C 0.5339 -0.7604 -4.2962
66 C 0.2429 2.8056 1.4528
67 C 3.3629 6.9946 0.7778
68 H 0.5949 3.4636 0.9038
69 H -0.2541 -0.5534 -7.5372
70 S 0.6439 -2.2864 -6.1562
71 H -0.0951 1.1716 -5.1372
72 H -1.2741 -4.1864 0.9688
73 H 4.5969 -4.2804 -1.9832
74 S 1.2629 4.5386 -2.7432
75 C -2.7161 2.1676 4.1888
76 H -3.5311 -1.9064 -3.8472
77 O 2.0359 -2.6564 -6.4962
78 H 3.1659 -4.3764 -3.1642
79 H -3.3511 -2.5594 0.3028
80 O 1.1009 4.6636 -1.3592
81 H -3.5301 -3.7054 3.9308
82 H 1.1919 0.4876 1.0898
83 O 0.0259 -0.3044 3.3468
84 H -4.9671 -4.3374 3.6008
85 H 0.2989 -1.6774 0.3918
86 C -0.2321 0.0956 -5.3462
87 H -2.7951 -4.4854 0.1008
88 H -6.3511 -2.0894 -0.6172
89 H 2.7669 -2.5094 -1.5912
90 C -3.9441 -1.6184 -2.9052
91 H -4.9151 -2.2914 2.2998
92 H 2.1539 8.6496 3.4868
93 H 3.7169 4.7946 0.7018
94 C 0.3989 -2.1134 -4.4032
95 H 1.2269 -1.1014 3.7978
96 C 3.1779 -5.8734 -1.5982
97 H 4.0379 -6.1914 -0.9372
98 H -2.9991 4.0946 3.2578
99 C 2.3419 -3.0044 3.4248
100 H 3.3959 1.0736 5.4578
101 O 0.3949 -3.6644 -1.6282
102 H 3.3099 -6.5414 -2.3632
103 C -3.2961 0.9206 4.3838
104 H 2.0949 2.5196 -1.9712
105 C -4.0361 0.1766 -1.1652
106 H 2.7669 6.2306 -3.7552
107 N 0.2319 0.2966 0.9428
108 I 3.7309 0.4776 0.1868
109 H -2.6521 -2.3614 1.8558
110 H 3.8379 2.6826 -3.2302
111 C 3.2889 5.6686 1.3388
112 H 1.6689 -0.3184 -4.2482
113 O 1.2049 -3.9844 0.7268
114 C -4.6831 0.7196 4.1418
115 H 2.4389 4.3056 -5.3392
116 H -2.8931 -0.0204 4.4718
117 C 0.2949 -0.6004 -6.6132
118 F 2.7629 4.3196 3.1788
119 O -3.0761 -6.3304 2.3278
120 H 3.4809 7.1196 -0.2412
121 C -4.8091 3.0256 3.3438
122 C -5.1111 -2.2054 -2.2132
123 C -5.6271 -1.6634 -1.0252
124 C 2.5139 6.6646 3.4608
125 C 2.9249 2.8586 -3.8062

Mulliken atomic charge list, values in e, 99 entries: 0.184 -0.339 0.325 0.839 -0.530 -0.436 -0.624 0.290 0.380 0.553 0.268 -0.199 -1.004 -0.646 -0.694 -0.641 -1.182 -0.073 0.086 0.854 -0.735 0.323 0.781 0.545 0.095 0.830 0.403 0.038 -0.045 0.200 0.365 0.076 0.239 -0.309 -0.618 -0.726 -0.597 0.272 0.509 0.330 0.455 0.005 -0.525 -0.506 0.046 0.083 -0.242 -0.136 0.140 0.586 -0.101 0.389 -0.658 -0.232 0.526 0.162 0.111 0.128 0.065 -0.967 1.155 0.403 1.166 0.205 0.395 -0.417 -0.626 0.357 0.505 1.223 0.483 -0.587 0.388 1.038 -0.354 0.606 -0.710 0.141 -0.420 -0.552 0.651 -0.162 -1.171 0.434 -0.234 -0.551 0.457 0.917 0.077 -0.756 0.604 0.447 0.275 0.019 0.309 -0.914 0.309 0.454 -0.533

***

(2)
DFT (ωB97M-V/def2-TZVPD) results for the molecule C5H6O2 in a non-equilibrium geometry.

Its energy above the lowest of the compared OMol25 structures with the same formula, charge and spin is 1.859 eV. For the HOMO-LUMO gap, the calculation gives 8.81 eV. For the total energy, the calculation gives -344.5336 Ha. Its HOMO energy is -7.9 eV.

CARTESIAN COORDINATES (ANGSTROEM)
1 C 0.8004 -0.3850 -0.4689
2 H 0.2769 -2.2475 -1.2493
3 C -1.6756 -0.7920 1.1240
4 C -0.0031 -1.4435 -0.5775
5 H 0.7042 2.5675 0.8552
6 H 0.1647 2.2228 -0.8141
7 H 1.7248 -0.2663 -1.0340
8 O 0.5111 0.5972 0.4324
9 C -1.2465 -1.6081 0.1727
10 C 0.8309 1.9047 -0.0023
11 H 1.8711 1.9586 -0.3522
12 O -2.1262 -0.1369 1.9778
13 H -1.9095 -2.4399 -0.0402

From a Mulliken analysis of the wavefunction, the atomic charges in e read: -0.179 0.359 0.717 -0.268 0.220 0.310 0.304 -0.312 -0.690 -0.697 0.310 -0.381 0.308

***

(3)
DFT (ωB97M-V/def2-TZVPD) results for a structure of composition C29H27Cl5N4O2OsS in a non-equilibrium geometry.

As for the total charge: +2. For the HOMO-LUMO gap (spin up / spin down), the calculation gives 6.10 / 5.17 eV. For the total energy, the calculation gives -4279.9266 Ha. Its HOMO energy (spin up / spin down) is -13.0 / -13.1 eV.

CARTESIAN COORDINATES (ANGSTROEM)
1 Cl -1.2946 -1.6874 1.1428
2 C -5.3911 1.0736 0.2284
3 S 5.1466 -0.3097 6.0422
4 H -1.7931 5.3496 -1.3020
5 C -4.1356 0.7286 0.9974
6 H -3.9367 1.4519 1.7830
7 H -2.0947 0.8231 0.4312
8 C 7.6484 -1.2275 5.0552
9 H -4.9624 0.0006 -3.6961
10 C 0.3671 -2.5400 -2.3797
11 C 3.2791 0.8601 4.5491
12 H 8.2239 -0.8521 5.9082
13 H -2.7974 -2.0210 -2.9645
14 H -5.1777 -1.5280 -2.8540
15 H 2.8984 2.0644 -2.5135
16 C 2.3253 -0.0887 2.5448
17 C 1.1250 2.9806 -1.7398
18 C -0.9409 4.6963 -1.4342
19 H 3.3937 1.6803 5.2510
20 H 2.7942 -2.1765 2.1696
21 C -0.1536 -4.6239 -1.3215
22 C 6.3296 -1.7381 5.5560
23 O 1.2339 0.7656 -2.2372
24 H 7.5081 -0.3979 4.3643
25 Cl -1.2662 -4.7785 1.1239
26 Cl 0.9998 -1.7104 -3.7822
27 H -5.2985 2.0794 -0.1870
28 H -5.7567 -0.9244 -0.4687
29 C -0.1128 -1.7887 -1.2915
30 H 0.4301 6.2530 -2.0374
31 H 1.7089 -0.0864 -2.2373
32 N -2.0007 0.3025 -2.0084
33 C -2.2036 -0.0270 -3.4337
34 C -1.0761 3.3393 -1.2169
35 H -4.2226 -0.2594 1.4560
36 C -4.4885 -0.6985 -3.0056
37 Cl 0.9399 -4.7663 -3.7795
38 C -0.6204 -2.5345 -0.2291
39 Cl -0.1914 -6.3307 -1.3407
40 Os -0.0815 0.2674 -1.3003
41 C -3.1076 0.3227 -1.2236
42 H -1.2447 -0.2627 -3.8884
43 C 2.9743 -1.3299 2.8219
44 C 0.2979 5.1943 -1.8388
45 H 2.3388 4.6460 -2.3185
46 H 8.2009 -2.0392 4.5872
47 N -3.0154 0.7663 0.0490
48 H 2.5110 1.6675 -0.8319
49 H -2.5991 0.8552 -3.9397
50 C -0.6411 -3.9251 -0.2218
51 C 4.0262 -0.3389 4.7485
52 H -3.2802 -1.5071 -4.5875
53 H 4.2833 -2.4036 4.0945
54 H -6.2677 1.0464 0.8741
55 H 1.9112 1.9071 3.3082
56 H -2.0200 2.9087 -0.9102
57 C 2.0932 1.8670 -1.8180
58 C 2.4579 0.9854 3.4749
59 N -4.3050 -0.0278 -1.6961
60 C 0.3510 -3.9255 -2.4127
61 C 1.6173 0.0608 1.3765
62 C -5.5372 0.0622 -0.8826
63 C 1.3582 4.3108 -1.9983
64 C 3.8112 -1.4534 3.8909
65 O 5.9737 -2.8586 5.6995
66 N -0.0404 2.5033 -1.3748
67 C -3.1717 -1.1791 -3.5543
68 C 1.0222 0.1984 0.2816
69 H -6.3530 0.3285 -1.5518

From a Mulliken analysis of the wavefunction, the atomic charges in e read: -0.136 -0.689 -0.093 0.466 -0.669 0.415 0.041 -1.030 0.353 0.953 -0.701 0.338 0.267 0.458 0.535 0.528 1.029 -0.952 0.413 0.506 0.437 0.700 -0.262 0.326 -0.167 -0.140 0.316 0.362 -1.416 0.445 0.606 -0.005 -0.727 -0.084 0.314 -0.802 -0.165 0.849 -0.145 1.014 0.398 0.182 -0.601 -0.259 0.491 0.343 0.138 0.188 0.537 -0.079 0.809 0.387 0.463 0.360 0.464 0.391 -0.733 -0.730 0.140 -0.158 0.465 -0.755 -1.106 -0.693 -0.437 -0.110 -0.599 -1.394 0.411

***

(4)
DFT (ωB97M-V/def2-TZVPD) results for a cluster of 5 separate species, C21H54O16P2S4 in total in a non-equilibrium geometry.

Its energy above the lowest of the compared OMol25 structures with the same formula, charge and spin is 1.482 eV. For the HOMO-LUMO gap, the calculation gives 8.56 eV. For the total energy, the calculation gives -4311.8450 Ha. Its HOMO energy is -8.3 eV.

CARTESIAN COORDINATES (ANGSTROEM)
1 H 4.0970 6.4436 3.5402
2 H -4.2242 -1.8451 2.9622
3 H -0.5568 1.6881 -3.6071
4 H 0.1558 4.6200 -1.4258
5 H -0.7859 2.5280 1.3270
6 H -2.1287 0.2609 -2.6208
7 C -1.0816 -3.8203 -2.0400
8 C -5.7092 -2.9666 1.8539
9 H -6.1586 -1.3520 6.7318
10 H -1.2267 3.2934 -2.9983
11 H -2.2545 -7.9378 -5.4604
12 H 0.0561 8.0682 7.0202
13 H 3.2784 7.8445 2.7956
14 H -0.3547 -3.8627 -2.8524
15 O 4.5563 -0.7455 -4.6233
16 H -7.6141 -2.2177 6.1407
17 O -1.0948 -5.4336 -4.7697
18 H -2.1551 -5.1301 -0.7334
19 O 5.7699 -1.3157 -2.5094
20 H -3.5052 -6.9092 -4.7155
21 C -0.5255 7.5365 6.2660
22 H 3.8624 7.9339 4.4893
23 H 3.9723 -1.4539 -0.4362
24 O -2.1858 -5.9403 -2.5990
25 P -2.9033 -0.4937 -0.3721
26 H 6.8950 0.8135 -4.1864
27 H 0.8850 2.0915 1.8330
28 H -0.5407 9.1119 4.8160
29 H 5.4420 -3.8639 -3.1334
30 C 2.5234 0.2106 -0.2079
31 H -5.5345 -0.8834 2.2961
32 C 1.8815 -0.4018 -1.4970
33 O 6.2166 -2.5895 -4.5882
34 C -5.3005 -1.8331 2.7756
35 H 0.0201 3.5364 2.5833
36 O -0.2902 -7.3429 -3.3630
37 S -5.6410 -2.9760 5.1046
38 O 2.1215 5.9658 5.5276
39 H 3.6754 -4.8340 -4.6511
40 O -4.1823 -1.0782 -0.8963
41 C -2.6284 -7.5239 -4.5258
42 H -2.4694 0.8286 1.2785
43 O -1.7882 -1.6719 0.0298
44 H 3.7892 -0.8947 1.2345
45 O -3.2517 0.2955 1.0655
46 H -5.4342 -3.9355 2.2722
47 C -1.4777 -5.2113 -1.5837
48 H -2.6089 1.6446 -1.4894
49 O -6.2293 -4.2276 4.7158
50 H -1.1189 3.6996 -0.6140
51 O -6.0234 -1.8545 4.0194
52 H -1.1812 -1.3288 0.6959
53 C 3.8625 -0.5471 0.1817
54 C -0.2181 8.0727 4.8795
55 H 3.4814 -3.0886 -4.5020
56 H -0.7627 7.5177 4.1114
57 S -1.3531 -6.5075 -3.8509
58 H 2.2782 0.0974 -2.4097
59 H -6.7906 -2.9716 1.7085
60 H 7.1844 -0.2870 -5.5583
61 P -0.3321 0.8935 -0.9337
62 H 0.7391 4.8647 0.8317
63 C 3.4403 7.2929 3.7189
64 H 0.3992 3.2002 -3.7966
65 H 1.8403 3.5596 0.2794
66 O -4.2400 -2.8722 5.4077
67 C 4.1433 -3.8731 -4.8689
68 S 5.7371 -1.1984 -3.9412
69 H -6.4973 -3.0180 7.2760
70 O 1.1876 8.0668 4.5926
71 C 0.7794 3.8102 0.4883
72 H -5.2181 -2.8663 0.8849
73 H 6.1266 -4.6204 -4.5638
74 H -0.2717 6.4797 6.3470
75 S 1.8966 6.6554 4.2885
76 C 0.1858 2.9338 1.6768
77 H 1.4473 2.4209 -1.9024
78 C -0.3300 2.6700 -3.1581
79 C -0.0284 3.6890 -0.8464
80 H -1.9514 -3.2763 -2.4110
81 H 4.2218 -3.7512 -5.9500
82 O 1.2152 6.0195 3.1941
83 H 2.2536 -1.4473 -1.5658
84 H -1.5872 7.6441 6.4922
85 H 8.0071 -0.5689 -3.9895
86 C -2.0977 0.6696 -1.5934
87 C 0.3577 2.4472 -1.7331
88 C 7.1014 -0.2150 -4.4763
89 C -6.5757 -2.3155 6.4485
90 H -2.8546 -8.3232 -3.8240
91 H 1.8788 0.1707 0.6850
92 O 0.4550 -0.5017 -1.4919
93 H -0.6354 -3.2601 -1.2223
94 H -0.6064 -5.7808 -1.2497
95 H 4.7421 0.1160 0.1406
96 H 2.8429 1.2457 -0.4488
97 C 5.5136 -3.7868 -4.2212

From a Mulliken analysis of the wavefunction, the atomic charges in e read: 0.370 0.324 0.338 0.450 -0.145 0.440 -0.609 -0.958 0.311 0.333 0.367 0.267 0.314 0.444 -0.616 0.313 -0.601 0.286 -0.607 0.310 -0.991 0.354 0.273 -0.240 0.873 0.372 0.152 0.277 0.300 0.467 0.200 -0.713 -0.332 -0.286 0.363 -0.644 1.251 -0.607 0.397 -0.689 -0.939 0.352 -0.404 0.301 -0.525 0.318 -0.632 0.288 -0.614 0.275 -0.275 0.336 -1.139 -0.267 0.202 0.264 1.201 0.145 0.288 0.338 -0.237 0.300 -0.992 0.414 0.229 -0.645 -0.898 1.335 0.370 -0.307 -0.388 0.324 0.280 0.300 1.134 -0.491 0.589 -1.490 -1.234 0.210 0.267 -0.500 0.421 0.387 0.322 -0.573 0.577 -1.049 -0.937 0.313 0.103 -0.293 0.180 0.343 0.276 0.040 -0.299